88
Properties=species:S:1:pos:R:3:forces:R:3:mulliken_spin:R:1 method="wB97M-V/def2-TZVPD" charge=-1 lumo_energy_ev="2.46 / 2.46" relative_energy_kcal_mol=57.8 multiplicity=2 energy_ev=-138772.15136
Ti 0.260 0.473 -0.290 0.0 0.2 0.0 0.993
Cl -2.031 6.033 -0.631 0.0 0.0 0.0 0.000
Cl -1.171 -2.325 -1.399 0.0 0.1 0.2 0.006
Cl -2.645 3.188 -5.190 0.0 0.0 0.0 0.000
S 2.456 -0.715 -1.196 0.0 0.0 -0.1 -0.001
Si 1.786 2.763 -2.149 0.0 0.0 0.0 -0.011
Si 0.059 0.261 3.038 0.0 0.0 0.0 0.004
O -1.275 1.094 -1.728 0.0 -0.1 0.0 -0.017
O -0.556 -1.578 -0.261 0.0 -0.1 -0.2 0.037
O -0.537 -1.913 -2.612 0.0 0.0 0.0 0.001
O -1.751 0.977 0.394 0.0 0.1 0.0 -0.008
O -2.569 -2.030 -1.408 0.0 0.0 0.0 0.001
O -0.941 -3.722 -1.150 0.0 0.0 0.1 -0.001
N 1.363 2.134 -0.583 -0.1 0.0 0.0 0.006
N 2.100 -3.385 -0.876 0.0 0.0 0.0 0.000
N -2.857 3.614 -2.265 0.0 0.0 0.0 0.000
N 0.965 0.657 1.606 0.0 -0.1 0.0 -0.067
N 2.085 -2.226 0.986 0.0 0.0 0.0 0.001
C -1.759 5.726 -5.102 0.0 0.0 0.0 0.000
C 1.252 4.553 -2.373 0.0 0.0 0.0 0.001
C -2.036 5.924 -2.357 0.0 0.0 0.0 0.000
C -0.730 1.800 3.754 0.0 0.0 0.0 0.000
C 3.629 2.984 2.855 0.0 0.0 0.0 -0.001
C 1.120 -0.564 4.387 0.0 0.0 0.0 0.000
C -1.443 6.911 -4.459 0.0 0.0 0.0 0.000
C 1.506 -3.510 1.370 0.0 0.0 0.0 0.001
C 1.859 -4.382 0.158 0.0 0.0 0.0 0.000
C -2.135 1.074 -0.798 0.0 -0.1 0.0 -0.005
C 3.006 3.552 0.610 0.0 0.0 0.0 -0.004
C -5.947 4.626 -0.503 0.0 0.0 0.0 0.000
C -4.835 4.683 -1.328 0.0 0.0 0.0 0.000
C 2.727 1.922 2.815 0.0 0.0 0.0 -0.004
C -5.469 2.338 -0.028 0.0 0.0 0.0 0.001
C 1.950 1.664 1.690 0.0 0.0 0.0 0.028
C -1.270 -1.016 2.703 0.0 0.0 0.0 0.018
C -6.264 3.458 0.169 0.0 0.0 0.0 0.000
C 2.121 2.476 0.536 0.0 0.0 0.1 0.005
C -1.582 7.010 -3.086 0.0 0.0 0.0 0.000
C -4.357 2.363 -0.856 0.0 0.0 0.0 0.000
C -2.414 4.726 -2.977 0.0 0.0 0.0 0.000
C 2.213 -2.167 -0.354 0.0 0.0 0.0 0.001
C 3.644 2.639 -2.467 0.0 0.0 0.0 0.001
C -3.609 1.087 -1.147 0.0 0.0 0.0 -0.001
C 3.756 3.808 1.754 0.0 0.0 0.0 0.000
C -2.246 4.662 -4.366 0.0 0.0 0.0 0.000
C 0.980 1.789 -3.533 0.0 0.0 0.0 0.017
C 2.176 -3.729 -2.274 0.0 0.0 0.0 0.000
C -4.009 3.570 -1.485 0.0 0.0 0.0 0.000
H -3.682 0.836 -2.209 0.0 0.0 0.0 0.000
H 2.631 1.284 3.683 0.0 0.0 0.0 0.001
H 3.828 2.631 -3.545 0.0 0.0 0.0 0.000
H 1.840 5.253 -1.775 0.0 0.0 0.0 0.000
H -1.985 -0.698 1.949 0.0 0.0 0.0 -0.002
H -2.430 2.733 -2.523 0.0 0.0 0.0 0.002
H 1.977 -1.093 3.961 0.0 0.0 0.0 0.000
H 1.396 2.157 -4.477 0.0 0.0 0.0 0.001
H -6.565 5.508 -0.389 0.0 0.0 0.0 0.000
H -1.299 7.911 -2.559 0.0 0.0 0.0 0.000
H 0.423 -3.424 1.475 0.0 0.0 0.0 0.000
H -4.063 0.271 -0.586 0.0 0.0 0.0 -0.001
H 3.105 4.216 -0.239 0.0 0.0 0.0 0.001
H 2.212 -2.809 -2.852 0.0 0.0 0.0 0.000
H 4.038 1.707 -2.052 0.0 0.0 0.0 0.000
H 0.212 4.656 -2.063 0.0 0.0 0.0 0.000
H 4.436 4.652 1.772 0.0 0.0 0.0 0.000
H 4.218 3.459 -2.034 0.0 0.0 0.0 0.000
H -1.452 2.195 3.036 0.0 0.0 0.0 -0.001
H 4.216 3.159 3.749 0.0 0.0 0.0 0.000
H 1.839 -1.348 1.447 0.0 0.0 0.0 0.001
H -1.640 5.619 -6.171 0.0 0.0 0.0 0.000
H 2.761 -4.981 0.322 0.0 0.0 0.0 0.000
H -1.250 1.593 4.694 0.0 0.0 0.0 0.000
H -0.102 1.907 -3.568 0.0 0.0 0.0 0.000
H 1.282 -4.287 -2.552 0.0 0.0 0.0 0.000
H -4.605 5.600 -1.852 0.0 0.0 0.0 0.000
H 1.508 0.152 5.115 0.0 0.0 0.0 0.000
H 0.517 -1.294 4.933 0.0 0.0 0.0 0.000
H 1.938 -3.882 2.297 0.0 0.0 0.0 0.000
H -5.719 1.405 0.464 0.0 0.0 0.0 0.000
H 1.190 0.718 -3.473 0.0 0.0 0.0 -0.001
H 1.326 4.856 -3.422 0.0 0.0 0.0 0.000
H 0.022 2.570 3.938 0.0 0.0 0.0 0.000
H -1.801 -1.178 3.647 0.0 0.0 0.0 0.000
H 1.037 -5.032 -0.138 0.0 0.0 0.0 0.000
H -7.123 3.411 0.825 0.0 0.0 0.0 0.000
H -0.857 -1.977 2.393 0.0 0.0 0.0 0.000
H 3.068 -4.328 -2.475 0.0 0.0 0.0 0.000
H -1.068 7.752 -5.027 0.0 0.0 0.0 0.000